Entry 1:
{"formula": "C3H8N2O", "method": "ωB97M-V/def2-TZVPD", "species": ["C", "C", "N", "H", "H", "H", "H", "H", "C", "N", "O", "H", "H", "H"], "xyz": [[-1.506, -1.175, 0.484], [-0.759, 0.451, 2.040], [-0.606, -0.123, 0.843], [-1.407, -1.424, -0.579], [-1.241, -2.093, 1.051], [-2.574, -0.983, 0.746], [0.017, 0.631, 2.784], [-1.812, 0.568, 2.375], [2.197, 0.856, -1.969], [1.031, 0.463, -1.387], [2.833, 0.193, -2.762], [2.565, 1.847, -1.617], [0.255, 1.101, -1.276], [1.007, -0.313, -0.733]], "forces_ev_per_angstrom": [[0.0, 0.1, 0.5], [-1.5, 0.0, 0.3], [1.3, -0.4, -0.7], [-0.2, 0.1, 0.0], [-0.1, -0.1, -0.1], [0.1, 0.1, -0.2], [0.2, 0.2, -0.3], [0.3, 0.0, 0.4], [-0.2, 0.1, 0.0], [-0.2, -0.1, -0.6], [0.5, 0.0, 0.4], [-0.1, 0.1, -0.6], [0.5, 0.1, 0.8], [-0.5, -0.1, 0.0]], "e_lumo_ev": [3.9, 3.9], "spin_multiplicity": 2, "homo_ev": [-0.12, -2.78], "de_lowest_kcal_mol": 37.7, "homo_lumo_gap_ev": [4.061, 6.710], "total_charge": -1, "largest_force_ha_per_bohr": 0.0300, "total_energy_ha": -303.77145}



Entry 2:
{"formula": "C5H12O4", "method": "ωB97M-V/def2-TZVPD", "species": ["C", "O", "C", "C", "O", "C", "C", "O", "O", "H", "H", "H", "H", "H", "H", "H", "H", "H", "H", "H", "H"], "xyz": [[-2.359, -0.244, 0.562], [-1.436, -0.845, -0.342], [-0.339, -0.102, -0.775], [-0.583, 1.377, -0.998], [0.150, -0.676, -1.917], [0.903, -0.339, 0.431], [2.340, -0.030, 0.024], [0.500, 0.532, 1.476], [0.852, -1.659, 0.904], [-1.841, 0.192, 1.417], [-3.004, -1.055, 0.896], [-2.955, 0.520, 0.058], [0.294, 1.792, -1.485], [-0.769, 1.892, -0.063], [-1.440, 1.488, -1.663], [0.594, -1.425, -1.362], [3.014, -0.378, 0.806], [2.465, 1.045, -0.101], [2.578, -0.526, -0.914], [1.101, 0.403, 2.222], [-0.065, -1.963, 0.823]], "forces_ev_per_angstrom": [[0.1, 0.0, 0.0], [-0.3, -0.3, 0.0], [1.9, 1.5, 2.3], [-0.2, -0.4, 0.1], [1.4, -2.7, 1.8], [-1.6, 1.0, -0.2], [-0.7, 0.0, -0.3], [0.0, 0.1, 0.1], [0.1, -0.1, -0.8], [-0.1, 0.0, 0.0], [-0.1, 0.1, 0.0], [0.0, 0.0, 0.0], [0.1, 0.1, 0.0], [0.0, 0.1, 0.0], [0.0, 0.1, -0.1], [-0.6, 0.8, -2.8], [0.0, -0.1, 0.0], [0.0, 0.0, 0.0], [0.2, 0.0, 0.0], [-0.1, 0.0, -0.1], [-0.1, 0.1, 0.1]], "e_lumo_ev": 0.7, "smiles": "CO[C@](C)(O)C(C)(O)O", "homo_ev": -9.63, "de_lowest_kcal_mol": 32.2, "homo_lumo_gap_ev": 10.365, "total_charge": 0, "largest_force_ha_per_bohr": 0.0686, "total_energy_ha": -498.64232}



Entry 3:
{"formula": "C4H12N2", "method": "ωB97M-V/def2-TZVPD", "species": ["N", "C", "C", "C", "C", "N", "H", "H", "H", "H", "H", "H", "H", "H", "H", "H", "H", "H"], "xyz": [[0.548, 2.245, -2.044], [0.535, 1.100, -1.084], [-0.029, 1.243, 0.131], [-0.620, 0.026, 0.812], [0.101, -1.297, 0.547], [-0.375, -2.429, 1.464], [1.080, 3.010, -1.610], [0.966, 1.985, -2.941], [-0.407, 2.562, -2.220], [0.603, 0.150, -1.587], [0.276, 2.093, 0.733], [-1.586, -0.125, 0.327], [-0.713, 0.200, 1.891], [-0.097, -1.682, -0.448], [1.172, -1.178, 0.716], [0.133, -2.258, 2.340], [-1.334, -2.239, 1.784], [-0.254, -3.406, 1.188]], "forces_ev_per_angstrom": [[1.1, -0.1, 1.0], [-2.2, -0.1, 0.0], [2.4, -1.2, -0.5], [-0.1, -0.4, 0.2], [0.6, -0.6, -0.4], [0.0, 2.0, 1.6], [0.0, 0.3, -0.5], [0.2, 0.2, 0.0], [0.0, 0.1, 0.0], [-0.1, 0.0, -0.3], [-1.2, 0.6, -0.1], [-0.5, 0.4, 0.6], [-0.2, 0.0, -0.3], [0.2, 0.2, -0.2], [-0.1, -0.3, -0.1], [0.2, -0.7, 0.0], [-0.2, -0.5, -0.6], [0.0, 0.1, -0.3]], "e_lumo_ev": -7.7, "smiles": "[NH3+]/C=C/CC[NH3+]", "homo_ev": -18.62, "de_lowest_kcal_mol": 20.7, "homo_lumo_gap_ev": 10.927, "total_charge": 2, "largest_force_ha_per_bohr": 0.0524, "total_energy_ha": -268.44782}



Entry 4:
{"formula": "C23H37BBrMnN7O6P", "method": "ωB97M-V/def2-TZVPD", "species": ["Mn", "C", "C", "C", "O", "C", "O", "O", "H", "H", "H", "H", "H", "H", "H", "B", "N", "C", "C", "C", "N", "N", "C", "C", "C", "N", "H", "H", "H", "H", "H", "H", "H", "H", "C", "N", "C", "P", "O", "N", "C", "C", "N", "C", "C", "H", "H", "H", "H", "H", "H", "H", "H", "H", "H", "H", "H", "H", "H", "H", "H", "H", "H", "Br", "C", "C", "C", "C", "C", "C", "C", "O", "O", "H", "H", "H", "H"], "xyz": [[-0.158, -0.205, 0.295], [2.266, -0.859, 3.729], [1.950, 0.020, 2.530], [3.059, 1.011, 2.197], [1.663, -0.802, 1.373], [0.629, 0.817, 2.774], [0.342, 1.216, 3.874], [-0.037, 0.990, 1.685], [3.228, -1.352, 3.605], [1.486, -1.611, 3.850], [2.290, -0.240, 4.622], [3.997, 0.485, 2.010], [3.219, 1.690, 3.031], [2.793, 1.598, 1.316], [2.500, -1.050, 0.949], [2.146, -1.403, -1.743], [1.919, 0.136, -1.722], [2.523, 1.054, -2.472], [1.968, 2.299, -2.198], [0.986, 2.047, -1.258], [0.968, 0.735, -0.976], [0.724, -1.978, -1.915], [0.250, -2.806, -2.840], [-1.122, -2.936, -2.657], [-1.411, -2.118, -1.580], [-0.280, -1.548, -1.136], [2.602, -1.784, -0.699], [2.814, -1.698, -2.673], [3.303, 0.781, -3.158], [2.252, 3.241, -2.624], [0.281, 2.723, -0.808], [0.898, -3.252, -3.572], [-1.810, -3.517, -3.239], [-2.360, -1.908, -1.122], [-2.178, -0.586, 4.145], [-1.503, -1.873, 4.032], [-1.171, -2.522, 5.283], [-1.493, -2.599, 2.549], [-1.048, -1.622, 1.506], [-3.038, -3.126, 2.217], [-4.088, -3.305, 3.198], [-3.242, -3.854, 0.978], [-0.485, -3.910, 2.550], [0.770, -3.932, 1.818], [-0.904, -5.189, 3.086], [-1.526, 0.137, 4.637], [-3.111, -0.661, 4.713], [-2.391, -0.211, 3.146], [-0.657, -1.808, 5.929], [-0.507, -3.364, 5.099], [-2.054, -2.883, 5.822], [-3.815, -2.818, 4.130], [-4.270, -4.367, 3.391], [-5.021, -2.876, 2.825], [-2.387, -3.693, 0.325], [-4.146, -3.499, 0.476], [-3.343, -4.930, 1.158], [0.837, -3.047, 1.191], [0.806, -4.817, 1.178], [1.625, -3.962, 2.501], [-1.865, -5.091, 3.591], [-0.172, -5.564, 3.806], [-0.999, -5.929, 2.284], [-8.594, 0.462, -0.022], [-6.732, 0.682, -0.312], [-5.842, 0.237, 0.657], [-4.484, 0.351, 0.425], [-4.021, 0.905, -0.769], [-4.928, 1.383, -1.711], [-6.286, 1.270, -1.488], [-2.563, 0.943, -1.077], [-2.092, 1.414, -2.091], [-1.810, 0.398, -0.147], [-6.214, -0.188, 1.577], [-3.769, 0.013, 1.162], [-4.547, 1.834, -2.616], [-6.998, 1.626, -2.216]], "forces_ev_per_angstrom": [[0.3, -0.9, 0.2], [-0.1, 0.1, -0.2], [-0.5, 0.4, 0.5], [-0.1, -0.1, -0.1], [-0.3, 0.1, -0.3], [1.6, -0.9, 1.0], [-0.1, 0.3, -0.4], [-1.1, 0.6, -0.9], [0.1, 0.0, 0.0], [0.0, 0.0, 0.0], [0.0, 0.0, 0.0], [0.0, 0.0, 0.0], [0.0, 0.0, 0.1], [0.0, 0.0, 0.0], [-0.3, 0.0, -0.4], [-0.2, 0.1, 0.2], [0.1, -0.1, -0.1], [-0.1, 0.3, 0.2], [0.0, -0.1, 0.1], [0.0, 0.1, -0.1], [-0.3, 0.4, 0.5], [0.2, 0.0, -0.2], [-0.2, 0.0, 0.1], [0.0, 0.0, 0.1], [0.1, -0.2, -0.2], [-0.3, -0.2, 0.2], [0.2, -0.1, 0.2], [0.2, 0.0, -0.2], [0.1, -0.1, 0.0], [-0.1, 0.1, -0.1], [0.0, 0.0, 0.1], [0.1, 0.0, 0.0], [-0.1, -0.1, -0.1], [-0.1, 0.0, 0.1], [0.0, 0.2, 0.1], [-0.1, -0.3, -0.7], [0.1, -0.1, 0.1], [-0.2, -0.4, 0.7], [0.3, 0.8, -0.8], [0.7, 0.2, 0.2], [0.0, 0.0, 0.1], [0.0, 0.0, -0.1], [-0.5, 0.5, -0.1], [0.1, 0.1, 0.0], [-0.1, -0.1, 0.0], [0.0, -0.1, 0.0], [0.0, -0.1, 0.0], [-0.1, 0.1, 0.0], [0.0, 0.0, 0.0], [0.0, 0.0, 0.1], [0.0, 0.0, 0.0], [-0.1, 0.0, 0.0], [0.0, 0.0, 0.0], [0.0, 0.0, 0.1], [0.0, -0.1, -0.1], [0.0, 0.0, 0.0], [0.0, 0.0, 0.0], [0.1, -0.1, 0.1], [0.0, 0.0, 0.0], [0.0, 0.0, -0.1], [0.0, -0.1, 0.0], [0.0, 0.0, 0.0], [0.0, 0.0, 0.0], [0.3, 0.1, 0.0], [-0.2, -0.1, 0.1], [-0.1, 0.0, 0.0], [0.2, 0.0, 0.0], [0.2, -0.1, 0.1], [0.2, 0.0, 0.0], [-0.1, 0.0, 0.0], [-1.0, 0.4, -1.4], [0.2, 0.0, 0.4], [1.1, -0.3, 1.3], [0.0, 0.0, 0.0], [0.0, -0.1, 0.0], [0.0, 0.0, -0.1], [0.0, 0.0, -0.1]], "e_lumo_ev": [-7.6, -4.7], "spin_multiplicity": 2, "homo_ev": [-11.68, -11.76], "homo_lumo_gap_ev": [4.078, 7.060], "total_charge": 1, "largest_force_ha_per_bohr": 0.0404, "total_energy_ha": -5824.46435}



Entry 5:
{"formula": "H3OP", "method": "ωB97M-V/def2-TZVPD", "species": ["O", "P", "H", "H", "H"], "xyz": [[1.029, 0.095, -0.024], [-0.545, 0.585, 0.065], [1.574, 0.288, 0.792], [-0.760, 0.229, -1.402], [-1.298, -1.197, 0.570]], "forces_ev_per_angstrom": [[1.0, 0.5, 1.4], [-0.9, -3.8, -1.0], [-1.1, -0.2, -1.3], [0.0, 0.5, 1.7], [1.0, 3.0, -0.8]], "e_lumo_ev": 0.3, "homo_ev": -9.31, "de_lowest_kcal_mol": 32.7, "homo_lumo_gap_ev": 9.651, "total_charge": 0, "largest_force_ha_per_bohr": 0.0787, "total_energy_ha": -418.31238}



Entry 6:
{"formula": "C21H24N2O2S", "method": "ωB97M-V/def2-TZVPD", "species": ["O", "C", "N", "C", "C", "C", "C", "C", "C", "C", "C", "C", "C", "C", "C", "C", "C", "C", "O", "N", "C", "C", "C", "C", "C", "S", "H", "H", "H", "H", "H", "H", "H", "H", "H", "H", "H", "H", "H", "H", "H", "H", "H", "H", "H", "H", "H", "H", "H", "H"], "xyz": [[-1.462, -1.046, 1.218], [-0.906, -0.921, 0.151], [0.144, -0.132, -0.113], [0.736, 0.821, 0.826], [-0.229, 2.012, 1.036], [-0.899, 2.061, 2.408], [0.040, 2.445, 3.568], [1.534, 2.345, 3.262], [2.031, 0.920, 3.029], [1.136, 0.091, 2.111], [-1.455, -1.648, -1.105], [-2.326, -0.651, -1.812], [-3.450, 0.017, -1.371], [-4.036, 0.938, -2.228], [-3.504, 1.190, -3.486], [-2.369, 0.528, -3.924], [-1.784, -0.391, -3.071], [-0.602, -1.255, -3.268], [0.136, -1.349, -4.226], [-0.476, -1.976, -2.110], [0.479, -3.051, -1.965], [1.672, -2.657, -1.155], [2.628, -1.743, -1.479], [3.605, -1.588, -0.472], [3.378, -2.389, 0.600], [1.961, -3.344, 0.407], [0.478, -0.105, -1.064], [1.649, 1.178, 0.337], [0.297, 2.951, 0.854], [-1.015, 1.940, 0.279], [-1.369, 1.096, 2.594], [-1.705, 2.797, 2.355], [-0.162, 3.478, 3.858], [-0.183, 1.819, 4.434], [1.772, 2.962, 2.395], [2.085, 2.766, 4.108], [2.101, 0.400, 3.986], [3.039, 0.969, 2.608], [1.676, -0.814, 1.826], [0.241, -0.223, 2.641], [-2.000, -2.533, -0.760], [-3.855, -0.174, -0.389], [-4.920, 1.469, -1.909], [-3.984, 1.913, -4.130], [-1.943, 0.714, -4.898], [-0.016, -3.914, -1.511], [0.798, -3.307, -2.983], [2.634, -1.211, -2.414], [4.441, -0.916, -0.547], [3.958, -2.484, 1.497]], "forces_ev_per_angstrom": [[-0.5, 0.0, 0.5], [0.4, -0.2, -0.8], [0.2, 0.1, -0.2], [-0.1, -0.1, 0.2], [-0.1, 0.1, 0.1], [0.0, 0.1, -0.1], [0.1, 0.1, -0.1], [0.0, -0.1, 0.2], [-0.1, 0.1, -0.1], [0.3, 0.1, 0.0], [-0.1, 0.0, 0.5], [0.1, 0.1, -0.6], [0.0, 0.0, 0.0], [0.0, 0.0, 0.1], [0.0, 0.1, -0.1], [0.2, -0.1, 0.1], [-0.6, 0.1, 0.3], [0.1, -0.1, -0.2], [0.1, 0.1, -0.2], [-0.1, -0.1, 0.2], [0.1, 0.0, -0.2], [0.2, -0.3, 0.3], [-0.2, -0.2, -0.1], [0.1, 0.0, 0.2], [-0.2, -0.3, 0.1], [0.3, 0.4, -0.5], [0.0, -0.1, 0.1], [-0.1, -0.1, 0.0], [0.0, 0.0, -0.1], [0.1, 0.1, 0.0], [-0.1, 0.0, 0.0], [0.0, -0.1, 0.0], [0.0, 0.0, 0.1], [0.0, 0.0, 0.1], [0.0, 0.1, 0.0], [0.0, 0.1, -0.1], [0.1, 0.0, 0.0], [0.1, -0.1, 0.0], [-0.1, 0.0, 0.0], [0.0, 0.0, 0.0], [0.1, 0.1, 0.0], [-0.1, 0.0, 0.1], [-0.1, 0.0, 0.0], [0.0, 0.1, -0.1], [0.0, 0.0, -0.1], [0.0, 0.0, -0.1], [-0.1, -0.1, 0.2], [0.0, 0.1, -0.2], [0.2, 0.1, 0.0], [0.2, 0.0, 0.2]], "e_lumo_ev": 0.5, "smiles": "O=C(NC1CCCCCC1)[C@H]1c2ccccc2C(=O)N1Cc1cccs1", "homo_ev": -8.93, "de_lowest_kcal_mol": 5.0, "homo_lumo_gap_ev": 9.444, "total_charge": 0, "largest_force_ha_per_bohr": 0.0171, "total_energy_ha": -1472.85692}



Entry 7:
{"formula": "C2H4IN4", "method": "ωB97M-V/def2-TZVPD", "species": ["C", "C", "N", "N", "N", "N", "I", "H", "H", "H", "H"], "xyz": [[-0.381, -0.297, -1.119], [0.987, 0.139, 0.720], [0.229, -0.646, 1.476], [-0.839, -1.135, 1.044], [-1.075, -1.090, -0.328], [0.636, 0.362, -0.602], [-0.306, 3.012, 1.546], [-0.504, -0.276, -2.092], [2.097, 0.544, 1.031], [-1.824, -1.746, -0.576], [0.980, 1.134, -1.101]], "forces_ev_per_angstrom": [[0.4, -1.5, 4.8], [3.1, 0.8, 1.4], [2.1, 1.7, 0.0], [-1.9, -1.6, 0.9], [0.5, 0.6, -0.9], [-1.1, -0.7, 0.3], [0.0, -0.1, 0.0], [-1.1, 0.3, -4.8], [-3.3, -1.3, -0.5], [0.4, 0.6, -0.4], [0.9, 1.1, -0.8]], "e_lumo_ev": [-5.7, -6.7], "homo_ev": [-13.78, -13.20], "de_lowest_kcal_mol": 78.1, "homo_lumo_gap_ev": [8.087, 6.490], "total_charge": 1, "largest_force_ha_per_bohr": 0.0969, "total_energy_ha": -594.92199}